Record 1
Formula: C50H44N5NbO10P2
Source: the Open Molecules 2025 dataset
Level of theory: ωB97M-V/def2-TZVPD

Last column: Löwdin charge in e.
Cartesian coordinates (Å):
1 C 0.64 3.14 -1.55  -0.030
2 H 1.04 7.82 -2.10  0.123
3 H -2.82 2.56 4.70  0.129
4 C -1.56 -2.75 -0.08  -0.179
5 C -2.56 -5.11 1.68  -0.053
6 C 0.62 3.66 6.06  0.021
7 C -1.20 -3.50 -2.19  0.052
8 C -2.97 -3.76 1.77  -0.164
9 C 4.98 -0.97 1.93  -0.070
10 H 1.59 3.91 6.51  0.131
11 C 3.86 -1.63 1.17  -0.481
12 N -1.23 -0.30 1.63  0.001
13 H 1.85 -4.90 -5.74  0.146
14 H -1.16 -4.08 -3.09  0.128
15 H -1.72 4.39 9.46  0.091
16 C -1.85 2.90 5.09  -0.033
17 C 1.25 6.82 -2.41  0.034
18 H -2.18 -4.77 -0.67  0.102
19 H -1.58 -5.38 1.29  0.125
20 C 0.28 -3.76 -6.77  -0.283
21 C -1.75 -3.86 -0.98  0.054
22 H 0.40 -2.80 -9.17  0.119
23 C -0.71 -1.96 -5.46  -0.047
24 C -6.79 -6.71 3.34  -0.042
25 H -2.17 5.64 8.22  0.104
26 H -7.42 -6.90 2.50  0.092
27 C -0.05 -3.84 -9.11  -0.038
28 C 0.74 1.94 -3.81  -0.001
29 H 3.90 1.13 -1.12  0.118
30 H -6.08 -4.18 3.04  0.122
31 H 0.85 0.21 -5.18  0.114
32 O -0.27 4.65 7.98  -0.079
33 H -6.99 -7.44 4.16  0.116
34 H 3.49 5.32 -4.49  0.132
35 P 3.65 -0.95 -0.54  0.435
36 H -2.57 -2.36 3.94  0.117
37 C 0.13 -2.26 -4.40  -0.246
38 Nb 0.29 -0.07 -0.07  2.105
39 C -1.23 0.46 2.84  -0.196
40 H 4.12 -3.29 -0.06  0.133
41 N 4.04 -3.11 0.96  0.178
42 C -0.54 4.08 6.75  -0.252
43 H 2.09 -1.51 4.27  0.094
44 C 0.65 0.63 -4.23  0.065
45 C 2.64 5.42 -3.81  0.008
46 N 0.03 0.69 -1.97  -0.074
47 O -5.43 -6.91 2.99  -0.054
48 O 0.34 -4.50 -7.87  -0.062
49 H 1.83 7.23 -5.90  0.118
50 N -0.91 -1.73 -0.80  -0.028
51 C -3.42 -6.10 2.06  0.001
52 H 2.62 8.91 -5.74  0.102
53 H -1.36 -2.42 -7.46  0.130
54 C 0.48 3.08 -0.15  -0.185
55 N 0.02 1.98 0.62  -0.035
56 H 0.84 2.78 -4.49  0.130
57 C 0.78 4.16 0.74  0.028
58 C 0.45 1.98 -2.43  -0.166
59 H 0.23 4.45 2.84  0.126
60 O 2.69 7.80 -4.03  -0.092
61 C 0.51 2.86 4.92  -0.039
62 H 3.14 -3.57 1.32  0.151
63 H 1.41 2.56 4.41  0.112
64 H 5.95 -1.11 1.41  0.110
65 H 0.33 -4.48 -9.93  0.102
66 C -0.65 -2.66 -6.63  0.010
67 H -2.70 4.09 6.69  0.116
68 C 1.01 -3.30 -4.52  -0.045
69 C -0.73 2.46 4.39  -0.202
70 C 2.19 6.67 -3.46  -0.288
71 H -6.94 -5.68 3.74  0.083
72 C 0.30 3.81 1.99  0.049
73 O 1.58 -2.79 2.00  -0.295
74 O 2.74 -1.15 3.66  -0.097
75 H 4.84 0.10 1.98  0.092
76 C 0.20 -0.14 -3.08  -0.220
77 H 1.61 -3.65 -3.63  0.146
78 C -1.34 5.15 8.80  -0.044
79 C -1.71 -0.33 3.94  0.032
80 H 0.10 5.76 -0.94  0.092
81 C -1.88 -1.48 2.00  -0.221
82 C -5.10 -4.52 2.62  -0.014
83 H 5.08 -1.33 2.95  0.090
84 C -1.79 3.73 6.21  0.005
85 H -3.12 -7.18 1.94  0.149
86 O 1.53 -0.18 1.64  -0.443
87 O 2.12 -0.72 -0.85  -0.445
88 C -0.60 -2.21 -2.05  -0.232
89 C 1.14 -4.03 -5.69  0.017
90 H -0.87 5.94 9.39  0.094
91 H 2.59 3.35 -3.45  0.115
92 H 1.28 5.05 0.46  0.109
93 H -4.63 -2.46 2.35  0.129
94 P 2.28 -1.46 2.15  0.444
95 C 0.68 5.71 -1.83  0.003
96 O 4.23 0.53 -0.41  -0.103
97 C -2.13 -2.62 1.20  -0.020
98 H 4.84 -3.53 1.39  0.166
99 C 1.12 4.36 -2.20  -0.163
100 C -0.06 -1.51 -3.12  -0.062
101 C -0.72 1.78 3.02  -0.020
102 C -4.29 -3.50 2.26  -0.039
103 H -1.72 -0.06 4.98  0.125
104 C 2.70 7.84 -5.51  -0.018
105 H -1.39 -1.13 -5.36  0.132
106 C 2.11 4.29 -3.18  -0.055
107 C -2.17 -1.52 3.41  0.033
108 H 3.63 7.45 -5.89  0.074
109 H -1.11 -3.76 -9.29  0.078
110 C -0.12 2.45 1.94  -0.218
111 C -4.71 -5.88 2.53  -0.258
112 O 4.36 -1.94 -1.39  -0.250

Calculated values
Largest force on an atom ... 0.054 hartree/bohr
E_HOMO ... -11.711 eV
E_tot ... -100609.90192 eV
Net charge ... +2

=====

Record 2
Formula: C50H45N8O17Sr
Source: the Open Molecules 2025 dataset
Level of theory: ωB97M-V/def2-TZVPD

Last column: Löwdin charge in e.
Cartesian coordinates (Å):
1 O -1.04 -1.21 4.23  0.124
2 H 0.10 -5.78 -5.46  0.110
3 C -0.27 -5.37 -4.52  -0.062
4 O -1.25 -2.64 -0.64  -0.016
5 O 0.24 2.45 -0.23  0.000
6 N 0.77 1.24 3.53  -0.322
7 H 3.61 0.67 -2.34  0.049
8 C -3.48 -1.22 -4.73  -0.059
9 C 3.03 0.01 -2.99  -0.092
10 O -2.21 2.68 -2.44  0.103
11 C -5.13 2.56 2.79  0.000
12 O 1.14 -2.40 1.04  -0.048
13 O 1.49 0.36 3.94  0.119
14 C 4.24 1.14 0.53  -0.142
15 C -2.73 -3.07 5.20  0.004
16 H -4.72 1.54 -6.32  0.111
17 N 3.24 0.32 1.20  -0.291
18 C -1.16 -4.36 -2.13  -0.146
19 C 0.78 4.95 3.44  -0.052
20 C 4.82 3.16 -0.60  -0.066
21 C 0.18 -4.12 -4.11  -0.047
22 C -5.86 3.73 2.98  -0.051
23 O 1.93 -2.98 2.95  0.126
24 H 0.23 5.71 2.89  0.109
25 C -1.15 -6.12 -3.75  -0.057
26 H -2.43 -1.17 -2.83  0.109
27 O -2.41 -4.41 -0.21  0.099
28 N 1.87 -3.09 1.76  -0.323
29 C 4.11 -6.04 -0.21  -0.063
30 C -3.62 1.50 -4.49  0.001
31 H -3.12 3.50 0.25  0.103
32 C 1.09 2.61 3.88  -0.137
33 C -0.28 -3.62 -2.90  -0.009
34 H -2.22 -6.16 -1.85  0.120
35 H -5.09 -5.50 5.03  0.110
36 N -2.13 1.48 -2.55  -0.308
37 C 6.11 2.70 -0.80  -0.051
38 C -4.09 -0.47 -5.73  -0.062
39 H -6.31 5.65 2.17  0.112
40 H 0.88 -3.51 -4.67  0.109
41 C 2.07 2.92 4.80  0.003
42 C 2.63 -4.10 1.05  -0.136
43 C -3.30 -3.59 2.91  0.005
44 H 2.87 3.24 -4.09  0.110
45 C 1.75 5.24 4.38  -0.066
46 H 2.37 0.62 -3.62  0.061
47 H -5.38 1.72 3.42  0.122
48 H 3.20 -5.30 -2.03  0.111
49 H -4.59 5.51 0.39  0.114
50 H -3.81 -4.18 6.70  0.110
51 H -1.46 -7.10 -4.08  0.110
52 C -3.92 3.56 0.98  0.009
53 C -2.91 -0.62 -3.63  0.014
54 O -2.51 1.28 0.81  -0.035
55 O 2.08 0.68 1.07  -0.041
56 C 6.45 1.43 -0.34  -0.051
57 H 4.53 4.16 -0.90  0.112
58 O -1.41 0.77 -1.87  -0.024
59 C 2.55 -4.22 -0.34  0.006
60 C 1.56 3.34 -2.35  -0.004
61 H 1.56 7.12 -3.07  0.110
62 C -4.22 0.91 -5.60  -0.045
63 C -4.19 -4.54 3.36  -0.058
64 C -3.65 -4.01 5.64  -0.057
65 C -5.65 4.79 2.10  -0.056
66 H -6.60 3.75 3.77  0.111
67 H 2.51 2.07 5.32  0.124
68 H 4.71 -6.84 -0.64  0.110
69 H -2.17 -2.55 5.97  0.122
70 O -3.65 0.30 2.35  0.123
71 H 7.43 1.01 -0.54  0.111
72 C -4.14 2.49 1.83  -0.138
73 N 0.11 3.64 -0.40  -0.312
74 C 0.78 5.57 -1.76  0.006
75 H 3.40 -4.94 2.87  0.123
76 C 3.87 2.40 0.05  -0.005
77 C 2.39 4.23 5.10  -0.053
78 C 3.36 -5.00 1.79  0.005
79 H 5.77 -0.35 0.67  0.124
80 N -3.39 1.26 1.67  -0.307
81 H 0.01 -2.61 -2.61  0.094
82 H 3.05 4.52 5.90  0.112
83 O -0.18 1.04 2.78  -0.044
84 H 1.90 -3.61 -0.95  0.100
85 N -1.63 -1.84 3.39  -0.304
86 H 1.61 2.29 -2.08  0.105
87 C 3.30 -5.19 -0.96  -0.056
88 H 4.71 -6.69 1.75  0.110
89 O 3.59 -0.66 1.80  0.122
90 C 0.43 3.63 3.19  -0.001
91 C 5.52 0.65 0.34  0.008
92 H 6.86 3.25 -1.35  0.111
93 C 4.10 -6.02 1.18  -0.051
94 H 0.30 6.26 -1.08  0.120
95 C 2.18 5.22 -3.69  -0.059
96 H 2.11 -1.88 -2.99  0.078
97 C 2.25 3.84 -3.43  -0.048
98 C -4.73 4.68 1.07  -0.052
99 C -4.36 -4.77 4.72  -0.057
100 O -1.53 -1.67 2.18  -0.094
101 H -3.44 -2.30 -4.77  0.111
102 C 1.43 6.06 -2.88  -0.062
103 H -4.46 -0.91 -6.64  0.113
104 H 3.73 -0.51 -3.64  0.069
105 C 2.26 -1.08 -2.22  -0.501
106 N -1.63 -3.77 -0.89  -0.309
107 H 2.90 2.81 0.31  0.110
108 H -3.68 2.58 -4.41  0.121
109 C -1.53 -5.65 -2.50  0.006
110 H 1.97 6.28 4.59  0.110
111 C 0.81 4.20 -1.56  -0.145
112 H 2.95 -1.60 -1.52  0.087
113 H -4.80 -5.07 2.64  0.113
114 C -2.53 -2.90 3.84  -0.130
115 O 1.08 -0.70 -1.64  -0.437
116 H 2.73 5.68 -4.50  0.108
117 C -2.92 0.78 -3.56  -0.138
118 H -0.39 3.42 2.52  0.098
119 H -3.21 -3.26 1.89  0.101
120 O -0.58 4.38 0.28  0.078
121 Sr -0.34 -0.29 0.40  1.524

Calculated values
Largest force on an atom ... 0.031 hartree/bohr
E_HOMO ... -9.141 eV
E_tot ... -100121.04496 eV
Relative energy (zero: lowest compared OMol25 entry of this formula, charge and spin) ... 9.50 kcal per mole
Net charge ... +1

=====

Record 3
Formula: C50H46AsN8RuS3Se
Source: the Open Molecules 2025 dataset
Level of theory: ωB97M-V/def2-TZVPD

Last column: Löwdin charge in e.
Cartesian coordinates (Å):
1 S 0.64 -1.62 0.78  0.769
2 C -4.51 -0.10 -3.32  -0.048
3 C -0.09 3.59 3.89  -0.036
4 H 0.38 -1.06 -5.75  0.055
5 H -1.24 4.79 7.35  0.101
6 C 1.24 -4.10 -1.60  -0.291
7 H 1.34 5.17 3.97  0.106
8 H 3.62 2.49 -2.74  0.121
9 H 0.13 -3.91 3.96  0.130
10 N -3.40 1.67 -4.60  0.015
11 C -2.36 -0.63 -0.43  -0.337
12 C -1.55 3.38 5.77  -0.048
13 N -2.09 1.47 -4.51  0.070
14 H 2.00 -5.52 -7.07  0.100
15 C 0.79 1.81 -1.20  -0.367
16 Ru 0.48 -0.16 -1.33  0.635
17 H -7.38 0.11 -1.56  0.099
18 H 3.94 6.40 0.26  0.116
19 C 3.70 3.36 -2.10  -0.014
20 C 0.94 -4.39 -5.61  -0.064
21 H 2.60 -1.18 -3.87  0.021
22 H -3.40 1.22 -0.27  0.116
23 C 0.63 -3.12 3.40  -0.128
24 H 0.63 5.93 6.21  0.104
25 C 4.19 -1.78 5.42  -0.079
26 C 4.83 4.14 -2.10  -0.014
27 As 0.85 -2.37 -2.46  1.055
28 C -4.01 -0.15 1.26  -0.083
29 H 5.06 -1.42 5.94  0.104
30 C 2.58 -2.13 -3.33  -0.281
31 C 2.71 4.77 -0.40  -0.022
32 C 1.55 2.76 -1.22  -0.135
33 H -2.71 1.48 4.37  0.131
34 H 3.74 -3.27 6.88  0.102
35 C 1.89 -2.68 4.11  -0.207
36 H 2.79 -2.94 -4.02  0.034
37 C -0.32 -2.97 -3.97  -0.294
38 H -7.42 2.34 -2.64  0.103
39 S 0.20 0.55 -3.63  0.656
40 H 0.75 -5.25 -4.97  0.108
41 C -3.30 0.24 0.15  -0.065
42 C 0.14 5.09 5.74  -0.085
43 C 3.85 5.55 -0.40  -0.027
44 H -3.61 2.40 -5.27  0.151
45 N -1.55 -0.22 -1.47  -0.116
46 C -0.91 4.44 6.38  -0.084
47 H 4.39 -0.42 3.77  0.092
48 H -0.92 -2.31 5.18  0.134
49 H 3.34 -2.10 -2.55  0.027
50 C 2.63 3.67 -1.25  -0.240
51 H 0.89 -3.49 2.40  0.088
52 C -6.58 0.40 -2.22  -0.094
53 H 5.66 3.89 -2.75  0.121
54 H -1.11 -2.21 -4.10  0.055
55 C 1.65 -4.54 -6.79  -0.087
56 C 3.81 -1.22 4.22  -0.063
57 H -2.13 2.14 2.81  0.089
58 C -5.55 2.05 -3.62  -0.027
59 H -3.74 -0.81 -3.57  0.108
60 H -2.37 2.88 6.28  0.108
61 H 0.38 -0.14 5.02  0.143
62 C 0.45 -3.14 -5.24  -0.338
63 C -2.25 -1.94 0.07  -0.091
64 H 1.66 -1.34 -7.83  0.105
65 C -1.54 0.88 -3.46  -0.753
66 H -5.55 -1.47 -2.08  0.107
67 H 1.76 -4.76 -2.31  0.030
68 C -5.55 -0.48 -2.50  -0.086
69 H -1.26 0.17 5.62  0.134
70 C 3.43 -0.05 -0.42  -0.989
71 C -1.08 -1.61 4.37  -0.101
72 C -0.54 0.23 2.41  -0.586
73 N -0.30 -2.02 3.23  -0.092
74 N 2.44 -0.14 -1.04  -0.182
75 C 4.92 5.24 -1.25  -0.242
76 C 1.45 -2.20 -7.21  -0.074
77 Se 4.95 0.02 0.40  0.537
78 C 2.68 -1.67 3.56  -0.045
79 N 7.02 6.68 -1.14  0.150
80 C -2.97 -2.32 1.19  -0.092
81 C -1.83 1.81 3.81  -0.143
82 H -2.86 -3.31 1.59  0.111
83 S -0.50 1.36 1.12  0.887
84 H -0.80 -3.91 -3.66  0.075
85 C 1.90 -3.45 -7.60  -0.092
86 N -2.16 0.54 -2.36  0.051
87 C 6.08 6.03 -1.20  -0.206
88 C -3.83 -1.42 1.80  -0.097
89 C 0.54 4.66 4.49  -0.068
90 H 2.40 -1.22 2.62  0.061
91 C 3.43 -2.81 5.96  -0.084
92 H 1.90 5.00 0.27  0.111
93 H -1.60 -2.65 -0.43  0.080
94 C -0.69 -0.18 4.77  -0.095
95 H -4.39 -1.72 2.67  0.102
96 C -0.09 -1.08 2.25  -0.586
97 H -5.54 3.04 -4.06  0.110
98 N -0.96 0.67 3.63  -0.105
99 H -2.14 -1.59 4.09  0.122
100 C -4.46 1.20 -3.84  -0.249
101 H 2.44 -3.57 -8.52  0.100
102 H 0.33 -4.59 -1.24  0.021
103 C -6.60 1.66 -2.81  -0.090
104 C 0.73 -2.05 -6.04  -0.074
105 C -1.14 2.94 4.52  -0.211
106 H 1.90 -3.91 -0.75  0.009
107 H -4.70 0.54 1.72  0.109
108 H 1.69 -4.04 5.76  0.108
109 C 2.28 -3.25 5.32  -0.049
110 H 0.22 3.25 2.91  0.069

Calculated values
Largest force on an atom ... 0.100 hartree/bohr
2S+1 ... 2
E_HOMO (alpha / beta) ... -6.999 / -6.923 eV
E_tot ... -225785.02444 eV

=====

Record 4
Formula: C50H47BrIrN5O2P2Te
Source: the Open Molecules 2025 dataset
Level of theory: ωB97M-V/def2-TZVPD

Last column: Löwdin charge in e.
Cartesian coordinates (Å):
1 C 5.73 1.53 -0.02  -0.172
2 C -5.23 4.87 -0.09  -0.071
3 C -1.32 1.69 2.32  -0.148
4 H 3.36 -1.74 -2.86  0.005
5 C -4.48 -4.88 -0.08  -0.041
6 C -2.52 -4.91 -2.05  -0.068
7 C 0.79 -1.64 3.29  -0.066
8 C -1.33 0.79 -1.45  -0.426
9 P -1.96 -2.16 -1.76  1.249
10 C -3.16 -6.08 -1.69  -0.036
11 H 3.89 -0.28 -1.99  0.003
12 C 6.18 -0.70 1.51  -0.066
13 H -3.44 0.35 -1.42  0.104
14 C 3.94 -3.12 -0.03  -0.330
15 C 3.05 -0.93 -2.20  -0.357
16 H -4.14 6.69 -0.50  0.115
17 H -3.34 1.69 5.01  0.119
18 H -1.85 -3.11 4.79  0.108
19 H -5.27 -4.87 0.66  0.120
20 H -4.11 -2.78 0.05  0.101
21 H -1.91 1.96 -5.08  0.117
22 C 4.89 -0.23 1.43  -0.052
23 H -6.05 2.96 0.36  0.106
24 H -3.79 1.09 -3.75  0.119
25 N -1.60 5.39 -0.48  0.169
26 H 1.21 -2.19 -5.53  0.119
27 C -0.12 -2.17 -3.86  -0.084
28 H 3.29 4.64 -0.57  0.147
29 C -1.28 -1.68 -0.07  -0.420
30 C 3.85 2.61 -0.37  -0.290
31 H -4.64 -6.99 -0.44  0.124
32 N -1.45 3.20 -0.11  0.153
33 C 1.72 -3.69 -4.09  -0.059
34 C -2.99 -0.02 2.11  -0.102
35 N 3.50 1.56 0.34  0.005
36 C -3.51 0.36 3.34  -0.062
37 Te 2.28 -1.77 -0.38  1.318
38 C -4.10 5.63 -0.31  -0.004
39 C 1.40 -4.26 -2.87  -0.079
40 O 2.96 0.57 4.48  0.102
41 C 0.97 -2.63 -4.58  -0.061
42 C -2.80 1.14 -3.31  -0.049
43 C -0.48 1.72 -3.50  -0.060
44 P -0.84 0.12 0.18  0.904
45 H -1.72 -1.05 6.14  0.107
46 C -1.86 0.63 1.60  -0.370
47 C 2.88 3.65 -0.81  -0.128
48 H -4.35 -0.17 3.75  0.115
49 H -3.89 1.79 0.44  0.080
50 C -0.28 1.29 -2.21  -0.154
51 H 2.76 3.59 -1.90  0.138
52 H 2.55 -4.07 -4.67  0.121
53 H 1.65 3.58 0.80  0.125
54 H -0.44 2.19 1.92  0.051
55 C -1.75 1.63 -4.06  -0.053
56 H -3.47 -0.82 1.57  0.088
57 C 7.22 -0.10 0.79  -0.055
58 Br 0.07 1.27 6.16  0.864
59 C 7.02 1.02 0.02  0.003
60 H 4.61 -2.74 0.73  -0.020
61 H -1.32 6.34 -0.68  0.172
62 C -0.44 -2.73 -2.63  -0.391
63 H -0.73 -1.37 -4.26  0.103
64 C -0.79 4.29 -0.39  -0.290
65 H -6.20 5.35 -0.13  0.111
66 H 1.97 -5.11 -2.50  0.121
67 H 7.82 1.49 -0.52  0.119
68 C -0.18 -2.59 3.56  -0.088
69 C -5.14 3.51 0.18  -0.072
70 C -3.82 -3.71 -0.41  -0.083
71 H 0.07 -4.26 -1.20  0.114
72 H -1.80 -4.92 -2.86  0.111
73 C 4.66 0.88 0.63  -0.241
74 H 8.22 -0.52 0.86  0.115
75 C -0.03 -0.29 5.09  -0.597
76 C -2.78 3.57 -0.02  -0.203
77 H 0.97 5.45 -0.43  0.139
78 H 4.49 -3.26 -0.96  0.019
79 C -3.93 2.84 0.23  -0.021
80 H 1.52 -1.81 2.50  0.057
81 N 5.17 2.63 -0.63  0.195
82 H -2.89 -7.00 -2.18  0.122
83 H -1.99 -1.99 0.70  0.033
84 H -1.43 2.93 4.05  0.101
85 C -2.80 -3.73 -1.36  -0.345
86 C 2.00 0.53 3.76  -0.690
87 Ir 1.40 0.90 0.60  0.996
88 H 0.34 2.12 -4.08  0.115
89 N 1.57 3.44 -0.20  -0.094
90 H -0.38 -2.28 0.06  -0.034
91 H 5.67 3.35 -1.13  0.182
92 C -1.02 -1.22 5.35  -0.115
93 H 3.53 -4.06 0.30  0.008
94 H 2.25 -0.38 -2.69  -0.011
95 C -4.14 -6.07 -0.70  -0.022
96 C -1.09 -2.37 4.58  -0.079
97 C -1.87 2.10 3.52  -0.083
98 C -2.61 0.71 -2.01  -0.144
99 H 6.41 -1.55 2.14  0.118
100 C -2.95 1.41 4.05  -0.060
101 H 0.71 4.40 -1.84  0.133
102 C 0.34 -3.78 -2.13  -0.192
103 C -2.88 4.96 -0.27  -0.181
104 H 4.09 -0.66 2.02  0.092
105 C 0.65 4.44 -0.74  -0.131
106 H -0.21 -3.50 2.98  0.100
107 H 0.70 1.34 -1.74  0.035
108 O 1.73 1.21 2.72  -0.189
109 C 0.88 -0.49 4.07  -0.174

Calculated values
Largest force on an atom ... 0.066 hartree/bohr
2S+1 ... 5
E_HOMO (alpha / beta) ... -12.161 / -12.439 eV
E_tot ... -162895.43463 eV
Relative energy (zero: lowest compared OMol25 entry of this formula, charge and spin) ... 61.22 kcal per mole
Net charge ... +2